A structure of composition C7H8O in a non-equilibrium geometry, computed with wB97M-V/def2-TZVPD.

Positions of all 16 atoms, in Å:
O1 -1.842972 -0.307914 -0.764504
C1 -0.334896 0.183222 0.754774
C2 0.279240 1.074814 -0.483338
C3 0.174520 -0.922013 -0.004945
C4 1.671264 -0.639088 0.040739
C5 -1.785485 0.229129 0.603727
C6 1.664156 0.599807 -0.334678
C7 -0.449797 -0.319463 -1.121636
H1 -2.600374 -0.341832 1.172044
H2 0.531130 0.136124 1.783096
H3 -0.131146 -0.575110 -2.180433
H4 2.696543 0.999692 0.022079
H5 0.151719 -2.043745 0.277735
H6 0.004072 2.039408 -0.744400
H7 -2.372046 1.278344 0.466230
H8 2.344074 -1.391373 0.513516

Cartesian forces (eV/Å) of the 3 atoms listed first:
O 0.76 0.36 -1.02
C 3.19 2.80 5.88
C -0.69 -4.15 0.90

Output
Largest force on an atom ... 7.89 eV/A
Energy above the lowest of the compared OMol25 structures with the same formula, charge and spin ... 624.0 kJ/mol
E_HOMO ... -8.949 eV